258
Properties=species:S:1:pos:R:3:forces:R:3:lowdin_charge:R:1 method="wB97M-V/def2-TZVPD" homo_energy_ev=-7.806 e_lumo_ev=0.24 max_force_ev_per_a=2.289 mol_weight_g_mol=1535.928
C -5.615 0.943 -4.709 0.67 0.16 0.72 -0.36
O -6.259 1.226 -5.686 -0.29 0.04 -0.58 0.03
N -5.396 1.770 -3.643 -0.72 -0.57 -0.70 -0.17
C -4.703 1.289 -2.500 2.09 0.22 0.46 -0.07
C -5.624 3.171 -3.792 -0.29 1.33 1.05 -0.04
H -5.065 -0.005 -4.579 -0.32 -0.18 -0.02 0.13
H -3.703 1.760 -2.450 -0.19 0.30 0.07 0.08
H -4.406 0.244 -2.574 -0.69 -0.21 -0.17 0.08
H -5.176 1.460 -1.539 -0.50 -0.14 -0.19 0.04
H -6.265 3.613 -3.011 -0.17 -0.55 0.03 0.07
H -4.706 3.754 -3.633 0.15 -0.33 -0.45 0.08
H -6.107 3.426 -4.728 0.29 -0.25 -0.28 0.10
C -3.312 5.359 -5.493 0.73 0.21 0.48 -0.34
O -4.190 5.987 -6.035 -0.28 -0.14 -0.38 0.03
N -2.106 5.905 -5.153 0.34 -0.43 0.13 -0.20
C -1.293 5.342 -4.096 0.78 -0.42 -0.38 -0.07
C -1.799 7.256 -5.576 -1.44 0.83 1.03 -0.06
H -3.361 4.290 -5.215 -0.19 0.09 -0.07 0.12
H -1.278 4.248 -4.090 -0.31 0.03 -0.28 0.07
H -1.539 5.645 -3.072 -0.20 0.35 -0.14 0.08
H -0.273 5.655 -4.328 0.09 -0.11 0.38 0.08
H -1.851 7.367 -6.655 0.20 -0.02 -0.05 0.09
H -2.569 7.903 -5.128 -0.09 0.12 -0.50 0.09
H -0.903 7.670 -5.122 0.47 -0.61 -0.33 0.08
O -2.535 1.287 -5.480 -0.01 0.19 0.31 -0.28
P -1.532 0.378 -6.073 -0.47 -1.19 0.22 0.50
N -0.031 0.953 -6.454 -0.03 0.46 -0.80 -0.30
C -0.045 2.072 -7.405 0.02 -0.93 -0.70 -0.11
C 1.022 1.035 -5.452 -0.66 0.21 0.92 -0.10
N -2.120 -0.302 -7.477 0.52 1.06 0.02 -0.30
C -3.520 -0.695 -7.535 0.58 -0.41 -0.88 -0.08
C -1.262 -0.767 -8.535 -0.33 -0.70 -0.76 -0.13
N -1.167 -0.878 -5.052 -0.34 0.52 0.91 -0.30
C -2.044 -1.244 -3.942 1.63 0.29 0.41 -0.08
C -0.258 -1.926 -5.421 -0.16 -0.66 -1.46 -0.13
H -0.292 3.007 -6.912 0.29 0.32 -0.05 0.08
H -0.774 1.895 -8.201 -0.31 0.06 0.38 0.07
H 0.890 2.057 -7.970 0.24 0.52 0.42 0.09
H 1.896 0.412 -5.646 -0.01 0.04 -0.32 0.08
H 0.592 0.724 -4.496 0.29 -0.12 0.01 0.08
H 1.312 2.079 -5.306 0.19 -0.05 -0.19 0.08
H -4.124 -0.136 -6.829 -0.03 -0.11 0.11 0.05
H -3.870 -0.497 -8.554 -0.22 0.20 0.13 0.08
H -3.582 -1.785 -7.429 -0.35 0.07 0.41 0.09
H -0.832 -1.767 -8.382 0.17 0.16 0.31 0.08
H -1.856 -0.905 -9.447 -0.09 0.28 0.08 0.08
H -0.478 -0.057 -8.784 0.13 -0.11 0.15 0.06
H -2.758 -2.025 -4.208 -0.25 0.14 0.14 0.09
H -1.326 -1.605 -3.198 -0.42 -0.57 0.08 0.05
H -2.439 -0.371 -3.429 -0.56 0.08 -0.53 0.06
H 0.340 -2.350 -4.614 -0.09 0.38 0.19 0.06
H 0.408 -1.587 -6.218 0.20 0.13 0.28 0.07
H -0.801 -2.758 -5.905 -0.04 -0.09 0.27 0.09
O -6.948 -0.083 -0.280 1.16 0.26 0.46 -0.27
P -7.953 0.972 -0.099 -0.73 0.01 0.26 0.49
N -7.482 2.561 -0.294 -0.07 0.64 -1.06 -0.28
C -6.281 3.086 0.317 0.59 -0.70 0.63 -0.11
C -8.344 3.529 -0.966 -0.36 -0.21 -0.09 -0.12
N -8.557 0.962 1.461 0.06 -0.46 0.47 -0.29
C -7.634 0.536 2.503 0.07 -0.47 0.63 -0.12
C -9.844 1.478 1.885 -0.52 -0.07 -0.87 -0.10
N -9.230 0.755 -1.126 -0.73 0.17 0.18 -0.29
C -9.152 1.136 -2.528 -0.20 0.31 -0.24 -0.10
C -10.280 -0.222 -0.785 0.72 0.52 0.88 -0.08
H -6.294 2.944 1.406 -0.11 0.28 -0.01 0.07
H -6.127 4.142 0.107 -0.30 0.04 -0.10 0.09
H -5.374 2.572 -0.010 -0.09 -0.01 -0.13 0.04
H -8.273 4.541 -0.567 0.44 -0.10 0.18 0.09
H -9.389 3.255 -0.827 -0.01 -0.07 -0.15 0.07
H -8.128 3.542 -2.035 -0.13 0.34 -0.02 0.05
H -7.502 -0.550 2.526 0.17 0.04 -0.17 0.08
H -6.650 1.010 2.464 0.00 -0.11 -0.35 0.06
H -8.014 0.802 3.492 -0.27 0.11 -0.15 0.08
H -10.115 2.418 1.392 0.30 0.18 0.21 0.08
H -10.651 0.801 1.593 -0.02 -0.12 0.30 0.05
H -9.906 1.589 2.963 0.24 0.16 0.03 0.08
H -9.628 2.104 -2.711 0.15 0.03 -0.03 0.07
H -8.123 1.164 -2.890 0.01 0.03 -0.01 0.08
H -9.719 0.442 -3.147 0.24 -0.28 0.09 0.08
H -11.035 0.260 -0.166 -0.53 -0.04 -0.55 0.05
H -9.889 -1.006 -0.128 0.17 -0.20 -0.37 0.09
H -10.670 -0.636 -1.706 -0.22 -0.14 0.10 0.08
O 3.558 -5.589 4.351 -0.47 -0.07 0.04 -0.27
P 4.538 -4.604 3.869 0.43 0.37 0.07 0.48
N 3.974 -3.540 2.736 -0.27 -0.24 0.16 -0.28
C 4.793 -2.615 1.976 0.61 -0.31 0.21 -0.12
C 2.590 -3.098 2.861 -0.05 0.34 -0.29 -0.09
N 5.853 -5.302 3.101 0.55 0.60 -0.07 -0.30
C 5.503 -6.215 2.027 -1.40 -0.26 0.24 -0.12
C 6.950 -5.768 3.941 -0.06 -0.44 -0.38 -0.12
N 5.108 -3.692 5.139 0.46 -0.32 0.75 -0.29
C 5.354 -4.407 6.410 0.30 0.23 -0.64 -0.10
C 5.849 -2.430 4.959 -0.97 -0.90 -0.91 -0.09
H 4.846 -1.661 2.506 -0.21 0.30 -0.48 0.06
H 4.432 -2.529 0.954 -0.25 0.28 0.08 0.05
H 5.826 -2.957 1.879 -0.09 -0.28 0.19 0.09
H 2.118 -3.187 1.877 -0.20 0.07 0.11 0.08
H 2.535 -2.045 3.169 0.11 -0.01 -0.07 0.07
H 2.018 -3.665 3.591 0.23 -0.28 -0.07 0.06
H 5.180 -7.191 2.416 0.50 -0.12 0.01 0.09
H 4.566 -5.854 1.588 0.30 0.17 -0.36 0.07
H 6.262 -6.326 1.256 0.19 0.12 0.11 0.08
H 7.681 -6.264 3.299 0.00 0.04 -0.02 0.08
H 7.472 -4.952 4.436 -0.17 0.07 0.14 0.07
H 6.596 -6.517 4.658 0.21 0.06 0.16 0.08
H 4.455 -4.949 6.684 -0.02 0.17 0.33 0.08
H 6.176 -5.127 6.348 -0.03 -0.04 -0.05 0.06
H 5.690 -3.653 7.118 -0.47 -0.13 0.39 0.07
H 6.648 -2.594 4.231 0.39 0.41 0.32 0.08
H 6.184 -2.057 5.920 0.25 -0.03 -0.02 0.08
H 5.148 -1.714 4.529 0.20 0.26 0.09 0.06
O 0.561 0.183 -0.758 0.27 0.26 -0.39 -0.27
P -0.522 0.579 0.161 -0.59 -0.85 -0.02 0.51
N -1.659 -0.620 0.236 0.87 -0.98 0.68 -0.29
C -2.863 -0.633 1.080 0.30 0.28 -1.69 -0.08
C -1.454 -1.887 -0.452 -1.19 0.06 -0.19 -0.11
N -1.349 1.907 -0.400 1.02 1.18 0.20 -0.27
C -0.983 2.524 -1.663 -1.06 -0.20 -1.21 -0.11
C -2.387 2.570 0.367 -1.03 -1.41 0.18 -0.11
N -0.095 0.838 1.740 -0.85 0.86 -0.24 -0.28
C -0.045 -0.242 2.690 0.89 -0.24 0.47 -0.11
C 0.278 2.169 2.193 0.11 -0.01 0.34 -0.12
H -2.975 -1.537 1.676 0.42 0.17 0.35 0.05
H -3.665 -0.668 0.330 -0.53 0.29 0.59 0.09
H -2.884 0.287 1.657 -0.28 -0.24 0.29 0.07
H -1.181 -2.722 0.203 0.07 0.16 0.14 0.07
H -0.760 -1.850 -1.282 0.18 0.35 0.23 0.03
H -2.456 -2.084 -0.867 0.25 -0.56 -0.20 0.09
H -1.448 2.072 -2.564 0.06 -0.62 0.40 0.06
H -1.497 3.488 -1.712 0.85 0.41 0.29 0.06
H 0.078 2.506 -1.896 0.14 0.42 0.44 0.06
H -2.760 3.491 -0.072 0.48 0.17 -0.12 0.09
H -3.253 1.896 0.373 -0.19 0.29 0.11 0.05
H -2.130 2.710 1.420 0.10 0.22 -0.09 0.07
H 0.946 -0.300 3.163 -0.01 0.22 -0.06 0.08
H -0.751 -0.105 3.516 -0.23 -0.12 -0.18 0.08
H -0.153 -1.210 2.204 -0.44 0.05 0.02 0.08
H 1.359 2.331 2.204 -0.10 0.09 -0.21 0.06
H -0.036 2.383 3.222 -0.09 -0.44 0.00 0.09
H -0.253 2.899 1.587 0.53 0.14 -0.21 0.05
O 2.223 3.672 4.025 -0.60 0.06 -0.42 -0.27
P 2.249 4.996 4.672 1.01 -0.15 0.58 0.49
N 2.265 4.769 6.315 -0.53 0.42 0.47 -0.28
C 1.374 3.702 6.780 0.08 -0.27 0.43 -0.11
C 2.587 5.765 7.330 0.18 0.11 -0.23 -0.12
N 1.072 6.055 4.208 0.08 -0.53 -0.41 -0.31
C 0.801 7.225 4.986 0.12 0.70 0.70 -0.11
C 0.261 5.831 3.038 -0.55 -0.98 0.06 -0.10
N 3.626 5.879 4.392 0.96 0.84 0.12 -0.28
C 4.902 5.434 4.933 -0.03 -1.60 1.43 -0.12
C 3.720 6.388 3.033 -0.32 -0.62 -1.14 -0.11
H 0.390 3.696 6.305 0.17 -0.09 -0.34 0.08
H 1.150 3.811 7.843 0.26 0.25 0.01 0.08
H 1.884 2.746 6.669 -0.33 -0.15 -0.22 0.08
H 3.387 6.405 6.963 -0.03 0.05 0.09 0.06
H 2.932 5.253 8.230 0.09 0.01 -0.03 0.09
H 1.752 6.414 7.620 -0.10 -0.15 -0.06 0.08
H -0.093 7.134 5.617 -0.22 -0.02 -0.34 0.09
H 1.598 7.429 5.698 0.22 -0.11 -0.18 0.06
H 0.737 8.125 4.370 -0.21 -0.08 -0.13 0.09
H 0.430 4.816 2.673 0.15 0.08 0.09 0.05
H -0.789 5.849 3.348 -0.09 0.30 -0.34 0.09
H 0.448 6.489 2.186 0.03 0.39 0.27 0.09
H 5.790 5.779 4.416 -0.25 0.37 -0.26 0.08
H 5.010 5.661 6.001 -0.02 0.55 -0.22 0.06
H 4.971 4.334 4.985 -0.03 0.09 -0.54 0.08
H 4.754 6.523 2.723 0.08 0.37 0.34 0.07
H 3.142 7.292 2.844 0.09 0.13 0.25 0.08
H 3.369 5.632 2.311 -0.15 0.10 0.04 0.07
O 6.996 3.405 -1.102 0.08 0.38 0.06 -0.28
P 5.719 2.806 -0.677 0.36 0.00 0.00 0.47
N 5.461 3.033 0.938 0.53 0.15 -0.04 -0.29
C 6.483 3.606 1.813 -0.97 -1.20 0.59 -0.07
C 4.246 2.596 1.548 -1.92 -0.74 -0.55 -0.14
N 5.615 1.171 -0.950 -0.17 -0.04 0.54 -0.28
C 5.966 0.272 0.133 -0.33 -1.19 -0.19 -0.11
C 6.055 0.717 -2.249 -0.32 -0.18 -0.74 -0.12
N 4.397 3.411 -1.452 -0.71 -0.26 -0.52 -0.29
C 4.292 4.851 -1.462 0.80 0.46 0.17 -0.12
C 3.176 2.630 -1.728 0.88 0.14 -0.62 -0.08
H 6.449 2.952 2.695 0.60 0.10 0.08 0.08
H 6.202 4.585 2.207 0.23 0.30 -0.45 0.06
H 7.447 3.549 1.324 0.09 0.38 0.04 0.07
H 3.370 3.243 1.392 0.45 0.74 0.64 0.07
H 4.346 2.297 2.590 0.13 0.48 0.15 0.09
H 3.783 1.711 1.076 0.78 -0.22 -0.16 0.06
H 5.820 -0.764 -0.197 0.11 0.14 -0.36 0.07
H 7.013 0.316 0.452 -0.09 0.35 0.21 0.10
H 5.246 0.312 0.946 0.35 0.49 0.30 0.06
H 7.024 0.215 -2.202 0.06 0.09 0.01 0.09
H 5.325 0.023 -2.682 0.09 -0.15 0.11 0.06
H 6.127 1.542 -2.958 0.13 0.12 0.14 0.08
H 5.275 5.270 -1.694 -0.02 -0.04 0.01 0.08
H 3.628 5.217 -2.243 -0.26 -0.15 0.12 0.08
H 4.031 5.249 -0.472 -0.37 0.10 -0.14 0.07
H 2.929 1.970 -0.902 -0.40 -0.04 -0.13 0.05
H 3.348 2.053 -2.644 -0.10 -0.35 0.24 0.07
H 2.367 3.305 -2.003 -0.09 0.09 0.48 0.07
C -0.028 -5.606 3.251 0.75 1.19 -0.15 -0.05
C -1.537 -5.828 3.133 0.33 -1.48 0.62 -0.50
C -1.881 -6.944 4.170 -0.07 0.52 0.95 -0.11
C -2.408 -6.509 5.562 0.71 1.20 -0.14 -0.16
C -3.161 -5.177 5.490 -1.73 -1.42 0.45 -0.15
C -2.662 -4.077 4.586 0.47 0.92 -0.39 -0.53
N -2.384 -4.643 3.275 -0.31 -1.19 -0.30 -0.09
O -1.934 -3.680 2.326 -0.30 0.18 0.43 -0.05
C -3.823 -3.099 4.430 -0.38 0.14 0.28 -0.04
C -1.470 -3.280 5.139 -0.13 -0.15 0.76 0.00
C -1.836 -6.436 1.758 0.51 0.77 -0.66 -0.04
H 0.264 -4.742 2.644 -0.01 -0.23 -0.15 0.06
H 0.579 -6.459 2.945 -0.34 -0.12 -0.28 0.10
H 0.365 -5.372 4.245 -0.44 -0.15 0.16 0.07
H -2.550 -7.681 3.728 -0.08 0.04 0.00 0.11
H -0.934 -7.416 4.432 -0.06 -0.47 -0.58 0.11
H -1.585 -6.383 6.273 0.13 -0.32 -0.13 0.11
H -3.070 -7.288 5.934 0.02 0.05 0.22 0.10
H -3.457 -4.743 6.453 0.83 -0.05 0.24 0.12
H -4.163 -5.542 5.208 0.06 0.68 -0.85 0.12
H -4.128 -2.717 5.409 0.10 -0.06 0.04 0.09
H -3.568 -2.223 3.834 0.02 -0.15 -0.19 0.07
H -4.683 -3.631 4.021 0.00 0.15 -0.23 0.09
H -0.538 -3.838 5.130 0.04 0.02 -0.13 0.06
H -1.359 -2.344 4.591 0.16 -0.09 -0.14 0.06
H -1.659 -3.023 6.186 -0.05 0.07 -0.05 0.09
H -1.329 -5.848 0.984 -0.15 0.07 0.02 0.08
H -2.906 -6.383 1.558 -0.03 -0.29 0.06 0.09
H -1.440 -7.443 1.628 -0.17 -0.12 0.33 0.09
H -2.713 -3.627 1.760 0.16 0.15 -0.22 0.09
C 1.427 -3.566 -1.947 -0.23 -1.18 -0.70 -0.01
C 2.903 -3.216 -2.185 -0.30 -0.32 1.67 -0.50
C 3.783 -4.229 -1.432 -0.74 -1.78 -0.06 -0.14
C 3.848 -5.571 -2.167 1.16 0.95 -1.52 -0.15
C 4.532 -5.287 -3.510 0.01 -0.61 -0.26 -0.14
C 3.748 -4.279 -4.354 0.55 -0.66 -2.02 -0.53
N 3.355 -3.159 -3.548 0.97 0.77 0.67 -0.08
O 2.794 -2.076 -4.281 -0.47 -0.45 -0.07 -0.01
C 4.703 -3.776 -5.444 0.50 1.42 -0.15 -0.05
C 2.579 -4.948 -5.127 -0.97 1.15 1.29 -0.02
C 3.193 -1.924 -1.427 0.91 1.73 -0.93 -0.04
H 1.181 -4.551 -2.366 0.15 0.12 -0.19 0.07
H 1.219 -3.724 -0.888 -0.08 0.67 0.08 0.08
H 0.746 -2.873 -2.437 0.06 0.25 0.32 0.06
H 4.790 -3.841 -1.276 0.01 0.02 0.02 0.12
H 3.325 -4.517 -0.479 0.06 0.84 0.25 0.11
H 4.449 -6.312 -1.643 -0.39 -0.14 0.27 0.11
H 2.862 -5.927 -2.469 -0.11 -0.31 0.71 0.10
H 4.624 -6.212 -4.093 -0.27 0.05 -0.06 0.12
H 5.577 -4.968 -3.437 -0.15 0.33 0.51 0.12
H 5.527 -3.223 -4.975 0.06 -0.23 0.03 0.09
H 4.225 -3.026 -6.079 -0.22 -0.14 0.09 0.07
H 5.132 -4.500 -6.137 -0.21 -0.49 0.38 0.09
H 2.094 -4.173 -5.727 0.20 -0.08 -0.24 0.07
H 1.817 -5.158 -4.367 -0.04 -0.70 -0.32 0.07
H 2.824 -5.797 -5.756 0.19 -0.13 0.16 0.08
H 3.010 -1.966 -0.358 -0.25 -0.30 -0.02 0.07
H 4.248 -1.656 -1.584 0.11 -0.41 0.27 0.07
H 2.723 -0.989 -1.763 -0.72 -0.42 -0.02 0.07
H 2.982 -1.319 -3.715 0.15 0.12 -0.12 0.08